Entry from the Open Molecules 2025 dataset: C19H23N3O5 in the gas phase in a non-equilibrium geometry (ωB97M-V/def2-TZVPD).

The geometry in XYZ format:
```
50
C19H23N3O5 ωB97M-V/def2-TZVPD
C 2.864 4.606 -0.056
H 3.747 4.003 0.139
H 3.193 5.599 -0.353
H 2.284 4.703 0.858
C 2.033 4.027 -1.190
N 1.530 2.675 -0.968
C 1.757 2.014 0.177
C 1.343 0.744 0.447
C 0.602 -0.003 -0.539
O 0.204 -1.163 -0.394
C 0.335 0.744 -1.774
C -0.412 0.084 -2.769
C -0.672 0.751 -3.927
C -0.207 2.061 -4.122
C 0.520 2.729 -3.176
C 0.802 2.058 -1.968
H 0.847 3.732 -3.380
O -0.597 2.502 -5.349
C -1.323 1.438 -5.935
O -1.364 0.353 -5.037
H -2.348 1.774 -6.159
H -0.829 1.129 -6.869
H -0.749 -0.921 -2.582
C 1.718 0.215 1.795
O 2.290 0.923 2.612
N 1.387 -1.068 2.014
C 1.676 -1.739 3.255
H 2.337 -1.082 3.826
H 2.189 -2.684 3.049
C 0.404 -2.026 4.068
H 0.698 -2.435 5.035
C -0.445 -3.068 3.352
O -0.272 -4.261 3.498
N -1.374 -2.555 2.522
H -1.478 -1.557 2.435
C -2.266 -3.383 1.731
C -3.559 -3.656 2.502
H -4.083 -2.724 2.709
H -4.212 -4.302 1.921
H -3.330 -4.147 3.444
C -2.541 -2.703 0.396
H -3.140 -1.805 0.547
H -3.087 -3.374 -0.261
H -1.608 -2.421 -0.084
H -1.741 -4.332 1.574
H -0.151 -1.100 4.221
H 0.897 -1.564 1.273
H 2.312 2.516 0.955
H 1.172 4.683 -1.366
H 2.645 4.010 -2.098
```

## Properties
ΔE to the lowest compared entry with this formula, charge and spin ... 1.675 eV
HOMO ... -8.376 eV
SMILES ... CCn1cc(C(=O)NCCC(=O)NC(C)C)c(=O)c2cc3c(cc21)OCO3
E_LUMO ... 0.2 eV
Frontier orbital gap ... 8.602 eV